# 1
{
  "formula": "C5H6O",
  "method": "the ωB97M-V functional and the def2-TZVPD basis",
  "species": ["C", "C", "C", "C", "C", "O", "H", "H", "H", "H", "H", "H"],
  "xyz": [[-0.216, -2.091, 1.323], [-0.325, -0.924, 1.020], [-0.462, 0.477, 0.672], [-0.557, 0.762, -1.033], [0.632, 1.027, -0.211], [1.759, 0.264, -0.466], [-0.193, -3.103, 1.670], [-1.441, 0.716, 0.168], [-0.622, -0.126, -1.637], [-1.136, 1.625, -1.383], [0.912, 2.063, -0.070], [1.604, -0.650, -0.191]],
  "lowdin_charge": [0.114, -0.161, -0.129, -0.023, -0.400, 0.001, 0.027, 0.111, 0.116, 0.118, 0.143, 0.082],
  "smiles": "C#C[C@@H]1C[C@@H]1O"
}



# 2
{
  "formula": "C5H6O",
  "method": "the ωB97M-V functional and the def2-TZVPD basis",
  "species": ["C", "C", "C", "C", "C", "O", "H", "H", "H", "H", "H", "H"],
  "xyz": [[0.559, -1.124, 0.970], [1.083, 0.092, 0.209], [0.158, 0.590, -0.744], [-0.625, 0.870, -1.650], [-1.742, 1.341, -0.674], [-2.049, 1.199, 0.488], [-0.242, -0.836, 1.656], [0.166, -1.881, 0.284], [1.385, -1.556, 1.538], [1.905, -0.172, -0.467], [1.412, 0.897, 0.867], [-2.310, 1.908, -1.376]],
  "lowdin_charge": [-0.077, -0.224, -0.085, 0.044, -0.294, 0.047, 0.079, 0.087, 0.074, 0.137, 0.130, 0.082]
}



no.,gap between HOMO and LUMO (Eh)
1,0.3444
2,0.3838